Entry 1:
A structure of composition C5H10O2, computed with the ωB97M-V functional and the def2-TZVPD basis.

Each line ends with the natural charge from an NBO analysis.
Cartesian coordinates (Å):
O1 1.92 0.25 1.11  -0.731
C1 1.88 -0.49 -0.10  -0.056
C2 0.45 -0.93 -0.33  -0.418
C3 -0.49 0.27 -0.38  -0.262
C4 -1.98 0.06 -0.69  -0.051
O2 -2.37 0.82 0.45  -0.539
C5 -1.02 0.84 0.94  -0.045
H1 2.58 0.94 1.03  0.474
H2 2.56 -1.36 -0.05  0.165
H3 2.21 0.13 -0.95  0.157
H4 0.14 -1.61 0.48  0.208
H5 0.40 -1.50 -1.27  0.211
H6 -0.05 1.05 -1.01  0.200
H7 -2.31 -0.99 -0.62  0.163
H8 -2.35 0.49 -1.63  0.175
H9 -0.69 1.85 1.22  0.179
H10 -0.88 0.17 1.80  0.171

## Properties
Kohn-Sham gap (eV): 10.26
E (Eh): -346.9394
2S+1: 1
LUMO (eV): 0.8

=====

Entry 2:
The ion C6H6NOS with charge +1 in a non-equilibrium geometry, computed with the ωB97M-V functional and the def2-TZVPD basis.

Each line ends with the natural charge from an NBO analysis.
Cartesian coordinates (Å):
C1 -0.61 -1.99 0.29  -0.466
C2 0.19 -1.14 -1.92  -0.216
C3 -0.31 -0.68 0.47  0.173
C4 0.50 1.36 -0.85  -0.178
C5 0.87 1.87 0.35  0.210
C6 -0.42 0.31 1.58  -0.109
N1 0.03 -0.01 -0.73  -0.281
O1 0.65 1.25 1.47  -0.452
S1 -0.28 -2.57 -1.26  0.744
H1 -1.04 -2.72 0.99  0.293
H2 0.28 -0.96 -3.01  0.295
H3 0.63 1.74 -1.81  0.250
H4 1.32 2.95 0.33  0.246
H5 -1.39 0.90 1.45  0.230
H6 -0.44 -0.31 2.64  0.262

## Properties
Kohn-Sham gap (spin up / spin down) (eV): 7.83 / 7.83
E (Eh): -760.0503
2S+1: 1
LUMO (spin up / spin down) (eV): -5.2 / -5.2
Charge: +1

=====

Entry 3:
A cluster of 5 separate species, C43H71N4O5PS2 in total in a non-equilibrium geometry, computed with the ωB97M-V functional and the def2-TZVPD basis.

Each line ends with the Löwdin charge.
Cartesian coordinates (Å):
C1 -7.28 0.76 -4.87  -0.149
C2 -5.92 0.98 -3.92  -0.261
C3 -5.20 -0.44 -3.50  -0.233
C4 -3.54 -0.37 -3.55  -0.231
C5 -2.88 -1.60 -2.69  -0.236
C6 -1.22 -1.63 -2.80  -0.210
C7 -0.61 -2.50 -1.54  -0.225
C8 0.87 -3.16 -1.82  -0.215
C9 2.01 -1.98 -1.70  -0.227
C10 3.39 -2.50 -0.91  -0.214
C11 3.10 -2.89 0.67  -0.200
C12 3.96 -1.87 1.68  -0.193
C13 4.47 -2.60 3.06  -0.206
C14 6.00 -2.23 3.52  -0.172
C15 6.44 -0.66 3.16  -0.044
C16 7.82 -0.43 2.27  -0.140
C17 8.79 -1.63 1.71  -0.119
C18 8.22 1.11 1.89  0.019
C19 7.35 2.46 2.33  -0.151
N1 7.87 3.78 1.84  0.035
C20 6.93 4.86 2.30  -0.083
C21 5.59 4.67 3.22  -0.362
P1 4.57 6.25 3.67  0.857
C22 5.55 7.12 5.06  -0.338
O1 4.49 7.31 2.25  -0.407
N2 5.13 3.32 3.69  0.035
C23 6.01 2.20 3.22  -0.103
C24 5.54 0.66 3.66  -0.010
C25 4.17 0.44 4.58  -0.185
C26 4.49 -0.21 6.06  -0.233
C27 3.09 -0.33 6.97  -0.453
S1 1.92 -1.61 6.17  0.734
C28 0.21 -1.47 6.95  -0.948
S2 0.17 -1.51 8.68  0.594
N3 -1.04 -1.32 6.10  -0.224
C29 -1.66 0.04 5.84  0.015
C30 -2.95 -0.45 4.95  -0.086
N4 -2.88 -1.98 4.78  -0.051
C31 -1.68 -2.56 5.50  -0.058
H1 -7.95 -0.13 -4.48  0.067
H2 -6.93 0.56 -5.98  0.052
H3 -7.96 1.72 -4.88  0.077
H4 -6.33 1.52 -2.94  0.102
H5 -5.20 1.76 -4.43  0.105
H6 -5.55 -0.72 -2.41  0.111
H7 -5.63 -1.26 -4.23  0.098
H8 -3.26 -0.41 -4.71  0.122
H9 -3.24 0.69 -3.08  0.118
H10 -3.36 -2.62 -3.08  0.121
H11 -3.19 -1.43 -1.55  0.122
H12 -0.96 -2.09 -3.85  0.115
H13 -0.85 -0.51 -2.72  0.106
H14 -0.58 -1.82 -0.59  0.119
H15 -1.34 -3.41 -1.33  0.112
H16 1.16 -3.99 -1.05  0.105
H17 0.95 -3.58 -2.93  0.118
H18 2.40 -1.65 -2.78  0.112
H19 1.62 -0.97 -1.20  0.095
H20 3.85 -3.46 -1.45  0.113
H21 4.17 -1.64 -1.06  0.093
H22 1.96 -2.74 0.87  0.107
H23 3.37 -4.01 0.91  0.104
H24 3.20 -0.99 1.93  0.115
H25 4.81 -1.42 1.02  0.101
H26 4.39 -3.78 2.88  0.114
H27 3.75 -2.39 3.99  0.071
H28 6.71 -3.01 2.96  0.103
H29 6.19 -2.44 4.68  0.112
H30 8.75 -2.63 2.31  0.072
H31 8.64 -1.77 0.54  0.095
H32 9.91 -1.22 1.82  0.089
H33 9.20 1.28 1.23  0.103
H34 7.19 5.97 1.96  0.106
H35 4.99 7.08 6.11  0.061
H36 5.87 8.23 4.78  0.059
H37 6.56 6.51 5.22  0.050
H38 5.32 7.91 2.23  0.062
H39 3.35 -0.22 4.00  0.080
H40 3.61 1.47 4.80  0.116
H41 4.93 -1.29 6.04  0.092
H42 5.20 0.52 6.66  0.130
H43 3.31 -0.77 8.05  0.084
H44 2.57 0.71 7.14  0.097
H45 -1.33 1.12 6.19  0.108
H46 -3.77 0.27 4.51  0.089
H47 -1.31 -3.67 5.62  0.137
C32 0.55 3.49 -1.90  -0.024
C33 1.28 2.18 -1.79  -0.482
O2 0.75 1.20 -1.27  0.027
C34 2.67 2.11 -2.35  -0.016
H48 -0.45 3.39 -1.45  0.083
H49 1.10 4.27 -1.36  0.086
H50 0.43 3.77 -2.95  0.087
H51 3.32 2.82 -1.84  0.089
H52 2.65 2.32 -3.43  0.089
H53 3.07 1.10 -2.21  0.074
C35 -9.16 -1.46 -8.08  -0.028
C36 -7.86 -0.86 -8.56  -0.477
O3 -7.22 -0.08 -7.85  0.024
C37 -7.38 -1.25 -9.93  -0.022
H54 -9.38 -1.09 -7.08  0.087
H55 -9.97 -1.17 -8.75  0.091
H56 -9.07 -2.55 -8.04  0.070
H57 -8.11 -0.95 -10.68  0.087
H58 -7.21 -2.33 -9.97  0.088
H59 -6.43 -0.75 -10.13  0.085
C38 -7.73 -3.20 -5.39  -0.022
C39 -8.73 -4.32 -5.39  -0.481
O4 -9.39 -4.59 -6.39  0.047
C40 -8.90 -5.10 -4.11  -0.025
H60 -7.71 -2.73 -6.38  0.058
H61 -8.00 -2.45 -4.65  0.075
H62 -6.73 -3.60 -5.18  0.092
H63 -9.23 -4.44 -3.31  0.087
H64 -7.96 -5.58 -3.84  0.087
H65 -9.66 -5.88 -4.26  0.085
C41 -0.05 2.65 2.85  -0.015
C42 -0.99 3.30 3.83  -0.479
O5 -0.97 3.02 5.03  0.019
C43 -1.95 4.33 3.29  -0.024
H66 0.59 1.93 3.38  0.080
H67 -0.62 2.11 2.09  0.089
H68 0.59 3.40 2.38  0.086
H69 -2.61 3.86 2.55  0.087
H70 -1.40 5.16 2.84  0.087
H71 -2.57 4.72 4.11  0.085

## Properties
Kohn-Sham gap (eV): 6.85
E (Eh): -3413.0702
2S+1: 1
LUMO (eV): -1.3